No. 1
Here is C30H24N9O2SSeTi as an isolated structure from OMol25. Energies are from ωB97M-V/def2-TZVPD.

Calculated values
* LUMO level (alpha / beta): 2.128 / 2.202 eV
* total charge: -1
* energy relative to the best compared isomer or geometry (same formula, charge and spin): 0.0 kJ/mol
* F_max: 0.8 eV Å⁻¹
* 2S+1: 3
* gap between HOMO and LUMO (alpha / beta): 4.7 / 7.2 eV

CARTESIAN COORDINATES (ANGSTROEM)
Ti -0.253 0.276 1.085
C 2.522 -1.122 -0.780
N 1.885 -0.842 0.493
C 2.480 -1.230 1.559
C 1.962 -0.862 2.831
C 2.400 -1.149 4.121
C 1.514 -0.484 4.982
C 0.591 0.170 4.169
N 0.858 -0.046 2.866
C 2.396 -2.559 -1.242
C 3.245 -3.046 -2.233
C 3.107 -4.338 -2.715
C 2.109 -5.164 -2.213
C 1.258 -4.687 -1.227
C 1.401 -3.393 -0.741
H 3.583 -0.843 -0.748
H 2.054 -0.479 -1.527
H 3.414 -1.803 1.522
H 3.245 -1.766 4.386
H 1.535 -0.469 6.060
H -0.230 0.807 4.462
H 4.025 -2.404 -2.628
H 3.780 -4.703 -3.481
H 1.997 -6.173 -2.590
H 0.471 -5.318 -0.833
H 0.731 -3.019 0.024
Se -0.134 5.036 -5.159
N 1.081 4.659 -3.860
C 0.479 3.804 -3.044
C 1.110 3.260 -1.871
C 2.406 3.617 -1.473
C 2.946 3.059 -0.340
C 2.196 2.126 0.387
N 0.980 1.763 0.036
C 0.420 2.324 -1.068
C -0.913 1.958 -1.377
N -1.524 1.075 -0.543
C -2.774 0.735 -0.780
C -3.503 1.239 -1.867
C -2.895 2.113 -2.732
C -1.564 2.499 -2.509
C -0.868 3.420 -3.365
N -1.411 3.952 -4.454
H 2.949 4.336 -2.072
H 3.937 3.324 0.003
H 2.589 1.665 1.285
H -3.220 0.020 -0.099
H -4.527 0.923 -2.008
H -3.413 2.526 -3.588
S -0.938 2.791 2.183
C -2.211 1.758 2.670
C -3.364 2.138 3.384
C -4.294 1.184 3.718
C -4.097 -0.149 3.343
C -2.963 -0.458 2.625
N -2.057 0.472 2.295
H -3.489 3.177 3.654
H -5.183 1.467 4.271
H -4.808 -0.922 3.595
H -2.753 -1.465 2.281
N -0.605 -1.177 -1.947
N -1.555 -2.008 -1.366
C -1.629 -2.248 -0.005
O -2.459 -3.059 0.389
O -0.870 -1.528 0.759
H -1.050 -0.440 -2.481
H 0.023 -1.712 -2.536
H -2.130 -2.608 -1.934

=====

No. 2
Here is a 4-piece molecular cluster, C21H51BClN6O12S3 overall from OMol25. Energies are from ωB97M-V/def2-TZVPD.

Calculated values
* LUMO level: -2.883 eV
* total charge: +1
* F_max: 0.6 eV Å⁻¹
* gap between HOMO and LUMO: 8.5 eV

CARTESIAN COORDINATES (ANGSTROEM)
C 3.496 0.218 -0.754
C 2.277 0.053 -1.668
C 1.706 -1.358 -1.726
Cl 3.019 -2.519 -2.065
N 0.728 -1.526 -2.802
B 1.236 -2.075 -4.165
O 1.718 -1.157 -5.042
N 1.188 -3.487 -4.453
C 2.481 -3.991 -4.986
C 0.073 -3.829 -5.363
C -0.565 -1.236 -2.744
N -1.301 -1.309 -3.870
C -2.530 -0.993 -3.552
C -3.686 -0.973 -4.485
C -4.761 -2.039 -4.154
C -4.492 -3.384 -4.840
C -3.639 -4.349 -4.012
O -4.529 -5.234 -3.346
N -2.594 -0.690 -2.265
O -3.704 -0.319 -1.572
N -1.325 -0.857 -1.694
C -0.981 -0.717 -0.214
N -2.006 -0.336 0.684
H 3.654 1.262 -0.493
H 3.405 -0.361 0.165
H 4.392 -0.124 -1.270
H 1.483 0.756 -1.400
H 2.572 0.302 -2.692
H 1.300 -1.681 -0.770
H 1.547 -0.249 -4.770
H 2.322 -4.510 -5.930
H 2.913 -4.703 -4.283
H 3.202 -3.192 -5.152
H -0.872 -3.475 -4.959
H 0.010 -4.915 -5.440
H 0.216 -3.405 -6.362
H -4.131 0.026 -4.465
H -3.271 -1.134 -5.478
H -5.722 -1.643 -4.479
H -4.803 -2.191 -3.076
H -4.026 -3.231 -5.814
H -5.449 -3.878 -5.005
H -3.059 -3.786 -3.268
H -2.943 -4.902 -4.648
H -4.024 -5.825 -2.778
H -3.956 0.552 -1.923
H -0.598 -1.689 0.096
H -0.168 0.008 -0.158
H -2.720 -1.047 0.758
H -2.452 0.533 0.442
O -6.115 2.287 3.766
S -6.052 1.127 4.602
O -5.702 1.267 5.979
O -5.087 0.070 3.904
C -3.755 0.519 3.555
C -2.829 0.634 4.741
C -7.540 0.202 4.472
H -3.828 1.464 3.014
H -3.390 -0.236 2.864
H -3.160 1.418 5.419
H -1.820 0.882 4.410
H -2.803 -0.300 5.304
H -7.792 0.078 3.423
H -8.306 0.780 4.984
H -7.399 -0.756 4.964
O -0.639 3.003 2.748
S 0.778 3.212 2.683
O 1.627 2.483 3.571
O 1.071 4.758 2.783
C 0.522 5.491 3.914
C 1.257 5.222 5.209
C 1.351 2.984 1.035
H -0.542 5.264 3.992
H 0.624 6.532 3.619
H 1.131 4.192 5.538
H 0.865 5.879 5.985
H 2.324 5.413 5.091
H 0.713 3.545 0.357
H 1.297 1.915 0.837
H 2.384 3.319 0.974
O 4.702 0.991 2.189
S 5.629 1.886 2.827
O 5.909 3.135 2.189
O 6.976 1.099 3.094
C 7.600 0.411 1.983
C 8.287 1.346 1.011
C 5.196 2.161 4.505
H 6.849 -0.210 1.490
H 8.320 -0.250 2.458
H 7.575 1.989 0.498
H 8.823 0.759 0.265
H 8.999 1.985 1.533
H 5.001 1.205 4.982
H 4.299 2.773 4.498
H 6.016 2.686 4.988

=====

No. 3
Here is one molecule with the formula C9H16O4 from OMol25. Energies are from ωB97M-V/def2-TZVPD.

Calculated values
* LUMO level: 0.601 eV
* energy relative to the best compared isomer or geometry (same formula, charge and spin): 5.8 kJ/mol
* F_max: 0.7 eV Å⁻¹
* gap between HOMO and LUMO: 11.1 eV
* SMILES: CCCCC[C@H](CC(=O)O)C(=O)O

CARTESIAN COORDINATES (ANGSTROEM)
C -2.945 0.299 -1.635
C -3.185 -0.544 -0.387
C -1.881 -0.994 0.274
C -1.210 0.121 1.078
C 0.213 -0.245 1.502
C 1.234 -0.026 0.370
C 2.551 -0.740 0.667
C 3.563 -0.644 -0.448
O 4.559 -1.310 -0.524
O 3.248 0.278 -1.368
C 1.496 1.462 0.253
O 2.259 2.084 0.943
O 0.739 2.040 -0.684
H -2.360 1.185 -1.404
H -3.891 0.618 -2.066
H -2.407 -0.279 -2.383
H -3.765 -1.426 -0.667
H -3.777 0.026 0.333
H -2.084 -1.833 0.943
H -1.203 -1.352 -0.502
H -1.812 0.320 1.967
H -1.184 1.036 0.487
H 0.517 0.357 2.361
H 0.239 -1.294 1.804
H 0.815 -0.374 -0.576
H 2.388 -1.796 0.885
H 3.014 -0.285 1.549
H 3.943 0.326 -2.043
H 0.925 2.992 -0.728

=====

No. 4
Here is C34H30AsFN3O4ReS as an isolated structure from OMol25. Energies are from ωB97M-V/def2-TZVPD.

Calculated values
* LUMO level (alpha / beta): -3.936 / -3.993 eV
* total charge: +1
* energy relative to the best compared isomer or geometry (same formula, charge and spin): 0.0 kJ/mol
* F_max: 0.7 eV Å⁻¹
* 2S+1: 2
* gap between HOMO and LUMO (alpha / beta): 7.1 / 7.1 eV

CARTESIAN COORDINATES (ANGSTROEM)
Re -0.153 0.446 0.590
O 2.943 -0.318 0.624
S 2.780 0.385 1.868
O 3.770 1.324 2.295
N 1.287 1.143 1.759
C 0.860 1.919 2.886
C 1.609 2.800 3.615
C 1.025 3.479 4.713
C -0.278 3.287 5.066
C -1.088 2.412 4.301
C -2.455 2.171 4.554
C -3.163 1.331 3.737
C -2.513 0.744 2.643
N -1.239 0.951 2.381
C -0.509 1.755 3.206
C 2.536 -0.819 3.128
C 2.335 -2.140 2.756
C 2.156 -3.097 3.744
C 2.172 -2.731 5.080
C 2.381 -1.405 5.443
C 2.573 -0.441 4.468
H 2.646 2.970 3.370
H 1.642 4.165 5.278
H -0.711 3.807 5.910
H -2.932 2.660 5.394
H -4.209 1.125 3.906
H -3.047 0.089 1.964
H 2.324 -2.408 1.710
H 2.009 -4.133 3.468
H 2.035 -3.482 5.847
H 2.413 -1.126 6.487
H 2.780 0.581 4.749
O -2.682 3.280 -0.714
C -2.116 2.243 -0.532
O -0.877 2.119 -0.064
C -2.698 0.900 -0.890
C -3.941 0.818 -1.523
C -4.362 -0.412 -1.940
C -3.520 -1.531 -1.772
C -3.880 -2.805 -2.279
C -3.019 -3.856 -2.175
C -1.761 -3.675 -1.560
C -1.391 -2.470 -1.037
C -2.271 -1.367 -1.124
N -1.911 -0.133 -0.638
H -4.506 1.727 -1.671
H -5.318 -0.539 -2.433
H -4.842 -2.916 -2.762
H -3.292 -4.825 -2.569
H -1.076 -4.511 -1.502
H -0.429 -2.356 -0.563
F -0.199 -1.298 1.224
C 2.481 1.869 -1.670
As 1.199 0.427 -1.587
C 2.119 -1.157 -2.184
C 0.035 0.898 -3.100
C 0.538 0.377 -4.413
C 1.462 1.098 -5.163
C 1.963 0.582 -6.351
C 1.542 -0.660 -6.804
C 0.613 -1.381 -6.067
C 0.115 -0.865 -4.880
H 2.953 1.861 -2.653
H 3.237 1.752 -0.902
H 1.945 2.807 -1.531
H 2.746 -0.898 -3.036
H 1.383 -1.894 -2.500
H 2.725 -1.543 -1.369
H -0.033 1.987 -3.097
H -0.959 0.503 -2.892
H 1.783 2.077 -4.827
H 2.676 1.156 -6.927
H 1.930 -1.060 -7.731
H 0.270 -2.345 -6.421
H -0.615 -1.432 -4.311

=====

No. 5
Here is one molecule with the formula C3H4N2O from OMol25. Energies are from ωB97M-V/def2-TZVPD.

Calculated values
* LUMO level: 0.881 eV
* energy relative to the best compared isomer or geometry (same formula, charge and spin): 8.3 kJ/mol
* F_max: 0.9 eV Å⁻¹
* gap between HOMO and LUMO: 9.0 eV
* SMILES: O=c1[nH]cc[nH]1

CARTESIAN COORDINATES (ANGSTROEM)
O -0.669 -2.300 0.180
C -0.314 -1.141 0.095
N -0.854 -0.042 0.718
C -0.214 1.129 0.363
C 0.800 0.794 -0.476
N 0.730 -0.591 -0.640
H -1.583 -0.087 1.404
H -0.766 2.020 0.564
H 1.542 1.385 -1.005
H 1.330 -1.168 -1.204

=====

No. 6
Here is C35H52LaP3SbSe as an isolated structure at a distorted geometry from OMol25. Energies are from ωB97M-V/def2-TZVPD.

Calculated values
* LUMO level: -10.508 eV
* total charge: +3
* F_max: 3.2 eV Å⁻¹
* gap between HOMO and LUMO: 4.3 eV

CARTESIAN COORDINATES (ANGSTROEM)
La -0.698 -1.747 -0.322
P -0.218 -1.428 -3.167
P -3.076 0.669 -0.521
P 2.032 -2.245 0.433
H -3.197 -1.413 4.768
C -2.150 -1.385 4.475
C -1.481 -0.202 4.397
H -1.979 0.752 4.575
C -0.977 -2.930 -3.906
C -0.886 -0.110 -4.264
C 1.494 -1.515 -3.836
C -3.503 1.356 1.117
C -2.783 2.082 -1.627
C -4.540 -0.165 -1.187
C 2.334 -2.113 2.239
C 3.671 -1.745 -0.203
C 2.216 -4.069 0.259
H -1.647 -2.330 4.287
H -0.434 -0.165 4.111
H -0.658 -3.008 -4.958
H -2.071 -2.852 -3.852
H -0.653 -3.819 -3.348
H -0.889 -0.446 -5.313
H -0.276 0.801 -4.192
H -1.915 0.132 -3.969
H 1.498 -2.072 -4.785
H 2.142 -2.034 -3.116
H 1.896 -0.507 -4.012
H -4.590 1.510 1.122
H -2.864 2.248 1.271
H -3.195 0.573 1.835
H -3.703 2.319 -2.210
H -1.957 1.940 -2.352
H -2.546 2.982 -1.027
H -5.415 0.350 -0.731
H -4.548 -1.239 -0.904
H -4.594 -0.078 -2.287
H 2.868 -3.011 2.586
H 1.379 -2.043 2.777
H 2.926 -1.225 2.467
H 4.444 -2.417 0.200
H 3.905 -0.711 0.076
H 3.680 -1.816 -1.296
H 2.859 -4.456 1.062
H 2.612 -4.316 -0.733
H 1.234 -4.570 0.345
C -2.685 -4.878 1.030
C -3.189 -4.234 2.198
C -4.059 -4.928 3.051
C -4.505 -6.228 2.712
C -4.127 -6.797 1.464
C -3.285 -6.103 0.630
Se -1.145 -4.574 -0.018
H -1.894 0.108 0.155
H -2.882 -3.218 2.427
H -4.405 -4.474 3.997
H -5.138 -6.790 3.400
H -4.492 -7.795 1.178
H -3.004 -6.536 -0.336
C 6.121 2.454 0.765
C 5.364 1.846 1.775
C 3.993 1.585 1.541
C 3.411 1.891 0.309
C 4.182 2.489 -0.684
C 5.546 2.777 -0.470
Sb 1.225 1.546 0.052
C 0.801 3.150 1.535
C -0.099 2.873 2.577
C -0.320 3.827 3.568
C 0.345 5.067 3.543
C 1.231 5.341 2.485
C 1.458 4.383 1.495
C 0.899 2.779 -1.751
C 0.189 3.975 -1.700
C -0.071 4.703 -2.876
C 0.439 4.246 -4.098
C 1.187 3.063 -4.149
C 1.415 2.340 -2.969
H 7.179 2.678 0.948
H 5.811 1.577 2.733
H 3.402 1.155 2.357
H 3.742 2.763 -1.653
H 6.139 3.246 -1.255
H -0.610 1.910 2.627
H -1.020 3.608 4.384
H 0.176 5.798 4.321
H 1.744 6.307 2.443
H 2.166 4.618 0.694
H -0.192 4.368 -0.746
H -0.658 5.620 -2.830
H 0.252 4.813 -5.017
H 1.600 2.709 -5.097
H 2.010 1.413 -3.024